{
  "formula": "C9H24GeMoO9P2Se",
  "method": "wB97M-V/def2-TZVPD",
  "elements": ["Mo", "C", "C", "O", "P", "O", "O", "O", "P", "O", "O", "O", "H", "H", "H", "H", "H", "H", "H", "C", "O", "C", "O", "H", "H", "H", "C", "Ge", "C", "C", "C", "Se", "C", "H", "H", "H", "H", "H", "H", "H", "H", "H", "H", "H", "H", "H", "H"],
  "xyz": [[0.10733, 0.59437, -0.95058], [0.95626, -1.23772, -4.73582], [1.11642, -2.01217, -3.42532], [1.42150, -3.38236, -3.61595], [-0.48037, -2.10188, -2.58384], [-1.56635, -2.71542, -3.50867], [-0.35178, -3.04850, -1.35660], [-0.90437, -0.72420, -2.07773], [2.44643, -1.19562, -2.39443], [3.08743, -2.37800, -1.58834], [3.28664, -0.32972, -3.20770], [1.63219, -0.43972, -1.22747], [0.24146, -1.73822, -5.39033], [1.92157, -1.18388, -5.23909], [0.63739, -0.20913, -4.56108], [1.88205, -3.51531, -4.45546], [-2.00934, -2.18044, -4.18135], [-0.13606, -3.98339, -1.50242], [4.00983, -2.58079, -1.80124], [-0.37070, 3.39966, -3.69852], [-1.13004, 3.18675, -2.46145], [-0.81613, 2.22659, -1.70403], [-1.39580, 1.96089, -0.61236], [-0.38560, 4.47043, -3.86309], [-0.89051, 2.88233, -4.49888], [0.64768, 3.03999, -3.57288], [1.57710, -0.11868, 4.65189], [-0.10470, 0.82915, 4.43189], [-1.63068, -0.29242, 4.89196], [-0.15042, 2.56801, 5.29508], [-0.21671, 1.29163, 2.45416], [-0.59083, -0.24209, 1.32860], [-2.52884, -0.19273, 1.29890], [1.62331, -0.54132, 5.65542], [2.42390, 0.55558, 4.52813], [1.67465, -0.94145, 3.94222], [-1.56689, -0.53172, 5.95397], [-1.62330, -1.24219, 4.35449], [-2.57840, 0.21943, 4.72494], [-0.06156, 2.43845, 6.37368], [-1.08726, 3.08470, 5.08975], [0.67870, 3.19030, 4.95968], [0.76300, 1.66693, 2.14767], [-0.97443, 2.04416, 2.23486], [-2.86651, -0.45899, 2.29607], [-2.85897, -0.93551, 0.57732], [-2.85830, 0.80418, 1.02392]],
  "forces_ev_per_angstrom": [[-0.4, -0.3, 0.0], [0.1, 0.0, 0.0], [-0.1, 0.0, -0.1], [0.0, 0.0, 0.0], [0.0, 0.0, 0.2], [0.0, 0.0, 0.0], [-0.1, 0.0, 0.0], [0.1, 0.1, -0.1], [0.3, -0.2, -0.1], [0.0, 0.1, 0.1], [0.0, 0.0, 0.1], [0.0, 0.3, -0.1], [0.0, 0.0, 0.0], [0.0, 0.0, 0.0], [0.0, 0.0, 0.0], [0.0, 0.0, 0.0], [0.0, 0.0, 0.0], [0.1, 0.0, 0.0], [0.0, 0.0, 0.0], [0.0, 0.0, 0.0], [0.0, 0.0, -0.1], [0.0, -0.1, 0.3], [0.2, 0.2, -0.1], [0.0, 0.0, 0.0], [0.0, 0.0, 0.0], [0.0, 0.0, 0.0], [0.0, 0.0, 0.0], [0.0, 0.1, 0.0], [0.0, 0.0, 0.0], [0.0, -0.1, 0.0], [0.0, 0.0, 0.0], [0.0, 0.0, 0.0], [0.0, 0.0, 0.0], [0.0, 0.0, 0.0], [0.0, 0.0, 0.0], [0.0, 0.0, 0.0], [0.0, 0.0, 0.0], [0.0, 0.0, 0.0], [0.0, 0.0, 0.0], [0.0, 0.0, 0.0], [0.0, 0.0, 0.0], [0.0, 0.0, 0.0], [0.0, 0.0, 0.0], [0.0, 0.0, 0.0], [0.0, 0.0, 0.0], [0.0, 0.0, 0.0], [0.0, 0.0, 0.0]],
  "mulliken_charge": [0.98, -1.67, 1.21, -0.58, 0.57, -0.50, -0.47, -0.63, 0.67, -0.49, -0.67, -0.68, 0.54, 0.46, 0.36, 0.40, 0.35, 0.38, 0.38, -0.61, -0.29, 0.91, -0.49, 0.26, 0.29, 0.34, -1.12, 0.46, -1.21, -1.12, -1.12, 0.47, -0.92, 0.38, 0.36, 0.38, 0.39, 0.41, 0.36, 0.38, 0.37, 0.38, 0.50, 0.55, 0.37, 0.36, 0.33],
  "largest_force_ev_per_a": 0.53,
  "molar_mass_g_mol": 585.7,
  "gap_ev": [7.605, 7.561],
  "total_charge": 2
}

=====

{
  "formula": "C46H41N9O14",
  "method": "wB97M-V/def2-TZVPD",
  "elements": ["O", "N", "O", "C", "C", "C", "C", "C", "C", "H", "H", "H", "H", "H", "O", "N", "O", "C", "C", "C", "C", "C", "C", "H", "H", "H", "H", "H", "O", "N", "O", "C", "C", "C", "C", "C", "C", "H", "H", "H", "H", "H", "O", "N", "O", "C", "C", "C", "C", "C", "C", "H", "H", "H", "H", "H", "O", "N", "O", "C", "C", "C", "C", "C", "C", "H", "H", "H", "H", "H", "O", "N", "O", "C", "C", "C", "C", "C", "C", "H", "H", "H", "H", "H", "O", "N", "O", "C", "C", "C", "C", "C", "C", "H", "H", "H", "H", "H", "C", "C", "N", "H", "H", "H", "C", "C", "N", "H", "H", "H"],
  "xyz": [[-6.86008, 1.41238, -0.81065], [-6.07461, 0.58776, -1.22634], [-6.10023, 0.10993, -2.34447], [-4.97528, 0.14813, -0.36310], [-4.43131, -1.13536, -0.49805], [-3.27577, -1.41385, 0.17959], [-2.73227, -0.46913, 1.08484], [-3.33175, 0.74919, 1.28352], [-4.52133, 1.03013, 0.58054], [-4.96169, -1.88725, -1.06629], [-2.86639, -2.41480, 0.19379], [-1.84591, -0.83316, 1.58943], [-2.86835, 1.47257, 1.93603], [-4.99643, 1.98584, 0.75567], [-6.09285, 5.98307, 2.30019], [-5.00630, 5.48295, 2.52028], [-4.50072, 5.46258, 3.62559], [-4.28139, 4.88885, 1.42081], [-4.77382, 5.04199, 0.12983], [-4.01383, 4.55544, -0.92657], [-2.74929, 4.02052, -0.71105], [-2.26309, 3.90943, 0.59166], [-3.00124, 4.39115, 1.66721], [-5.71514, 5.52557, -0.07872], [-4.36546, 4.62478, -1.94714], [-2.17111, 3.66092, -1.54889], [-1.23649, 3.60167, 0.74836], [-2.50046, 4.37860, 2.62251], [-0.12300, -0.10236, 3.29502], [-0.92548, 0.12297, 4.17210], [-1.77584, 0.98681, 4.13871], [-0.98405, -0.78092, 5.33343], [-1.82607, -0.50287, 6.40521], [-1.85646, -1.39528, 7.44518], [-1.16999, -2.60579, 7.37635], [-0.30976, -2.87698, 6.31803], [-0.18823, -1.91474, 5.31273], [-2.43428, 0.38802, 6.46542], [-2.52044, -1.30143, 8.29541], [-1.31078, -3.37110, 8.12817], [0.17257, -3.84269, 6.28960], [0.50097, -1.99316, 4.48251], [0.26352, -2.66799, -3.36123], [1.19923, -3.09776, -2.72030], [2.12298, -2.43114, -2.29438], [1.23781, -4.54145, -2.44197], [2.31978, -5.08369, -1.73223], [2.45952, -6.44565, -1.59482], [1.50322, -7.28689, -2.15974], [0.39642, -6.77468, -2.81208], [0.26112, -5.38311, -2.91604], [3.11700, -4.41514, -1.43275], [3.29318, -6.88089, -1.06282], [1.64753, -8.36082, -2.15908], [-0.32005, -7.41234, -3.30747], [-0.61177, -4.97685, -3.41166], [3.30137, 6.29771, -2.95900], [4.47474, 6.05286, -2.81507], [5.38862, 6.81450, -3.04611], [4.84605, 4.71748, -2.30723], [6.16728, 4.32918, -2.27584], [6.50459, 3.07253, -1.80004], [5.46740, 2.22576, -1.39930], [4.12038, 2.56130, -1.54806], [3.82320, 3.84167, -1.95814], [6.90215, 5.02783, -2.65412], [7.51464, 2.71186, -1.68154], [5.73879, 1.22597, -1.07849], [3.38492, 1.87451, -1.15854], [2.79364, 4.15108, -2.06606], [4.24590, 1.84930, -5.99859], [3.57526, 2.68553, -5.43448], [3.80531, 3.88037, -5.42990], [2.37424, 2.22840, -4.72739], [1.46629, 3.11687, -4.16974], [0.28631, 2.69200, -3.59062], [0.00434, 1.32340, -3.57787], [0.94536, 0.40797, -4.03173], [2.12309, 0.87784, -4.58753], [1.75599, 4.16173, -4.11870], [-0.34724, 3.42941, -3.12388], [-0.98107, 0.99572, -3.26308], [0.73084, -0.65125, -4.03219], [2.79111, 0.09549, -4.93008], [-1.55884, -4.38361, -0.66179], [-0.67271, -4.38026, 0.16216], [-0.01037, -3.39327, 0.42114], [-0.35131, -5.60173, 0.88150], [0.61247, -5.57992, 1.88055], [0.87387, -6.70611, 2.63562], [0.18381, -7.89077, 2.32167], [-0.73966, -7.91359, 1.29050], [-0.99634, -6.77831, 0.54832], [1.10924, -4.66637, 2.17845], [1.59929, -6.71175, 3.43425], [0.33898, -8.79594, 2.89414], [-1.30562, -8.80782, 1.06562], [-1.73475, -6.76582, -0.24211], [0.61920, -0.10818, -0.32442], [0.92542, 1.28004, -0.00372], [1.16877, 2.38745, 0.17305], [1.48322, -0.62938, -0.73765], [-0.15377, -0.13236, -1.09142], [0.30354, -0.62554, 0.57906], [2.18554, 5.22729, 1.80578], [2.43171, 6.65342, 1.65086], [2.55959, 7.78669, 1.56468], [1.10853, 5.15405, 1.64660], [2.42467, 4.85700, 2.80225], [2.76599, 4.60583, 1.12833]],
  "forces_ev_per_angstrom": [[0.0, 0.1, 0.2], [-0.2, -0.3, -0.2], [-0.1, -0.1, 0.0], [-0.1, -0.3, 0.5], [-0.4, 0.4, -0.5], [-0.1, 0.2, 1.4], [0.1, -1.3, -0.9], [-0.4, -0.2, -0.3], [1.1, 0.7, 0.4], [0.2, 0.1, -0.3], [0.1, 0.0, -0.4], [0.1, 0.6, 0.2], [-0.3, 0.0, 0.2], [-0.2, 0.0, -0.3], [0.0, -0.1, -0.4], [-0.8, 0.4, 1.0], [0.3, -0.2, 0.0], [1.0, 0.3, -0.5], [0.1, -0.5, -0.2], [0.3, 0.0, -0.1], [-0.4, -0.3, 0.6], [0.2, 0.7, -0.4], [0.2, -0.4, -0.7], [-0.1, -0.1, 0.3], [-0.2, 0.1, 0.1], [0.1, 0.0, 0.0], [-0.1, -0.3, 0.1], [-0.6, 0.1, 0.3], [0.4, 0.1, -0.2], [-0.9, -0.3, 0.4], [0.2, 0.4, -0.1], [0.4, -0.3, 0.6], [0.1, 0.5, -0.1], [-0.4, -1.3, 0.5], [0.4, -0.1, -0.4], [-0.5, 0.6, 0.0], [0.2, -0.1, -0.2], [0.1, 0.1, -0.3], [0.0, 0.5, -0.1], [0.0, 0.2, 0.2], [0.3, 0.1, -0.2], [-0.1, -0.3, 0.0], [0.0, -0.1, 0.1], [0.0, -0.3, 0.3], [-0.1, 0.1, -0.1], [0.6, -1.0, 0.6], [0.4, 1.0, -0.5], [-0.5, -0.3, 0.0], [-0.1, -0.4, -0.2], [0.4, 0.9, 0.1], [-0.8, -0.3, -0.6], [-0.1, 0.0, 0.3], [0.1, 0.2, -0.1], [0.0, 0.0, 0.2], [-0.1, -0.1, 0.2], [0.1, 0.1, -0.1], [-0.4, 0.1, -0.1], [0.6, -0.3, 0.2], [0.0, 0.2, -0.1], [-0.7, -0.8, -0.1], [0.6, 0.5, -0.2], [-1.1, -0.3, 0.4], [0.3, -0.4, -0.6], [1.2, 0.1, 0.9], [-0.5, 0.4, -0.3], [0.1, 0.0, 0.2], [0.2, 0.3, -0.2], [-0.1, 0.0, 0.2], [-0.3, 0.1, -0.4], [0.1, 0.1, 0.2], [0.1, -0.1, 0.0], [-0.2, 0.4, 0.2], [0.0, -0.1, 0.1], [-0.8, -0.7, 0.6], [0.8, 1.1, 0.0], [0.5, -0.6, -0.1], [-0.4, 0.3, 0.0], [-0.5, 0.7, -0.1], [0.4, -1.1, -0.4], [-0.2, 0.0, -0.3], [-0.2, 0.0, -0.1], [0.1, -0.1, 0.2], [0.1, 0.1, 0.1], [0.3, 0.5, -0.2], [-0.4, -0.4, -0.1], [0.3, 0.5, -0.1], [0.2, 0.2, 0.1], [0.3, -0.8, 0.2], [0.1, 0.7, 0.8], [-0.6, -1.1, -0.7], [0.2, 0.3, 0.2], [-0.1, -0.2, -0.1], [-0.4, 0.5, -0.1], [-0.1, 0.1, -0.4], [0.0, 0.2, 0.0], [0.1, 0.1, 0.1], [0.1, -0.1, 0.0], [0.0, -0.1, 0.0], [0.1, -0.1, 0.1], [0.1, -0.1, -0.3], [0.0, 0.1, 0.2], [0.1, 0.2, 0.1], [-0.1, -0.1, 0.2], [-0.1, 0.0, -0.1], [-0.3, 0.0, 0.1], [0.4, -0.4, 0.3], [0.1, 0.5, -0.1], [0.1, -0.7, -0.1], [-0.1, 0.4, 0.1], [-0.3, 0.2, -0.4]],
  "mulliken_charge": [-0.59, 1.03, -0.59, 0.26, -0.95, -0.20, -0.21, -0.39, -0.63, 0.45, 0.23, 0.28, 0.65, 0.61, -0.62, 1.04, -0.62, -0.21, -0.55, -0.56, -0.22, -0.21, -0.30, 0.49, 0.44, 0.35, 0.32, 0.59, -0.58, 1.05, -0.58, 0.17, -0.35, -0.57, -0.34, -0.59, -0.25, 0.46, 0.34, 0.38, 0.38, 0.49, -0.64, 1.24, -0.62, -0.53, -0.04, -0.70, -0.33, -0.81, 0.15, 0.49, 0.45, 0.42, 0.46, 0.42, -0.60, 1.12, -0.66, -0.52, -0.40, -0.69, -0.61, -0.10, 0.19, 0.49, 0.40, 0.38, 0.13, 0.74, -0.63, 1.11, -0.61, -0.47, -0.19, -0.29, -0.58, -0.20, -0.43, 0.48, 0.41, 0.51, 0.45, 0.47, -0.67, 1.27, -0.50, 0.00, -0.31, -0.77, -0.35, -0.73, -0.20, 0.52, 0.47, 0.41, 0.41, 0.51, -0.08, -0.02, -0.27, 0.32, 0.14, 0.01, -0.20, 0.27, -0.40, -0.03, 0.34, 0.04],
  "smiles": "O=[N+]([O-])c1ccccc1.O=[N+]([O-])c1ccccc1.O=[N+]([O-])c1ccccc1.O=[N+]([O-])c1ccccc1.O=[N+]([O-])c1ccccc1.O=[N+]([O-])c1ccccc1.O=[N+]([O-])c1ccccc1.CC#N.CC#N",
  "largest_force_ev_per_a": 1.54,
  "relative_energy_kcal_mol": 5.1,
  "molar_mass_g_mol": 943.9,
  "gap_ev": 8.273
}